Below is a molecular structure, C39H33I2N6O3STl, with properties calculated with ωB97M-V with the def2-TZVPD basis set.

Structure (ORCA input):
```
! wB97M-V def2-TZVPD RIJCOSX def2/J DEFGRID3
* xyz -2 1
Tl 0.8683 -0.6291 1.3927
C 3.3040 -2.2308 3.8569
C 4.2101 -1.6202 2.8465
C 5.3569 -0.9216 3.2745
C 6.1857 -0.3964 2.3397
C 5.8851 -0.5513 0.9581
C 4.7483 -1.2327 0.5259
C 4.4394 -1.4046 -0.9173
C 3.8936 -1.7139 1.4823
N 2.6204 -2.1998 1.1039
C 2.5302 -3.4311 0.6627
O 3.4668 -4.2679 0.5689
C 1.0703 -3.8526 0.3893
C 0.9197 -5.2080 0.1429
C -0.4043 -5.7342 -0.0221
C -1.4543 -4.8493 0.0695
C -1.1906 -3.5030 0.3157
N 0.0638 -3.0169 0.4601
C -2.4174 -2.5772 0.2976
O -3.5365 -3.1463 0.3969
N -2.2169 -1.2894 0.1631
C -3.3621 -0.5025 0.3467
C -3.9864 -0.2812 1.5957
C -3.4290 -0.9835 2.8242
C -5.0774 0.5931 1.7122
C -5.6662 1.2005 0.6279
C -5.0387 0.9664 -0.6013
C -3.9049 0.2252 -0.7588
C -3.2994 0.0301 -2.1548
H 3.7913 -2.3068 4.8537
H 2.3385 -1.7576 3.9573
H 3.0161 -3.2150 3.5324
H 5.6803 -0.8920 4.3100
H 7.0866 0.1840 2.6543
H 6.4541 -0.0159 0.2166
H 4.7824 -0.4936 -1.4437
H 4.8158 -2.3415 -1.3036
H 3.3229 -1.4436 -1.1256
H 1.7992 -5.8138 0.1204
H -0.4954 -6.7507 -0.2738
H -2.4713 -5.2172 -0.0992
H -2.3802 -0.9131 2.8379
H -3.7583 -0.5399 3.7858
H -3.7060 -2.0322 2.8494
H -5.5404 0.7334 2.6774
H -6.4893 1.8497 0.7045
H -5.5643 1.4291 -1.4845
H -3.7168 0.8695 -2.8051
H -2.2276 0.0761 -2.1397
H -3.5011 -0.9661 -2.4708
I 4.5349 3.3310 -0.6529
C 3.4107 2.0592 -1.7912
C 3.5324 2.1020 -3.2024
C 2.7716 1.2900 -3.9742
I 2.9765 1.5740 -5.9838
C 1.8415 0.3717 -3.4032
C 0.9976 -0.4643 -4.1794
C 0.0700 -1.2520 -3.5007
C 0.1021 -1.2160 -2.0916
N 0.8783 -0.4747 -1.3508
C 1.7095 0.3567 -1.9598
C 2.5027 1.2804 -1.1037
O 2.3738 1.2392 0.1390
H 4.2980 2.7325 -3.6372
H 1.0046 -0.4510 -5.2881
H -0.5394 -1.9544 -4.0714
H -0.6648 -1.7526 -1.5591
N -0.9818 2.6483 2.1793
C -1.0646 3.9646 2.4824
S -0.3679 4.7349 3.7958
N -1.8813 4.7695 1.7512
C -2.2805 4.5814 0.4021
C -1.4476 4.0644 -0.5968
C -1.9714 3.8511 -1.8599
C -3.3276 4.0534 -2.1351
C -4.1250 4.6522 -1.1719
C -3.5579 4.9495 0.0555
H -0.3732 2.0044 2.6557
H -1.4987 2.2671 1.3839
H -1.7774 5.7126 2.0145
H -0.4310 3.8937 -0.3747
H -1.2958 3.4707 -2.5967
H -3.7764 3.7330 -3.0870
H -5.1799 4.6740 -1.3252
H -4.2768 5.2887 0.7839
*
```

Relative energy (zero: lowest compared OMol25 entry of this formula, charge and spin) in kcal per mole: 9.1
LUMO level in eV: 3.4
Highest occupied orbital energy in eV: -2.51

Atom charges from the Löwdin analysis, given in e for atoms 1 to 6: 0.82, -0.06, -0.20, -0.08, -0.11, -0.04



Below is a molecular structure, C39H34AuN3O2P2S, with properties calculated with ωB97M-V with the def2-TZVPD basis set.

Structure (ORCA input):
```
! wB97M-V def2-TZVPD RIJCOSX def2/J DEFGRID3
* xyz 2 3
Au 0.1691 -1.8200 0.6708
N 4.5611 -2.9786 1.5732
C 5.5671 -2.6402 0.6717
C 6.8273 -3.2180 0.7828
C 7.8069 -2.8722 -0.1236
C 7.5490 -1.9534 -1.1491
C 6.3056 -1.3814 -1.2714
C 5.2979 -1.7239 -0.3584
S 3.7305 -1.0318 -0.5292
N 2.8676 -1.5991 0.7306
C 3.3141 -2.4563 1.5969
C 2.4017 -2.9188 2.6739
C 2.8951 -3.3511 3.8930
C 2.0015 -3.8022 4.8597
C 0.6538 -3.8065 4.5632
C 0.2397 -3.3349 3.3248
N 1.0879 -2.8907 2.4004
H 4.7755 -3.7057 2.2420
H 7.0323 -3.9268 1.5741
H 8.7894 -3.3146 -0.0426
H 8.3347 -1.6962 -1.8446
H 6.0950 -0.6727 -2.0611
H 3.9504 -3.3077 4.1226
H 2.3610 -4.1380 5.8219
H -0.0811 -4.1544 5.2739
H -0.8093 -3.3140 3.0614
C -2.2945 -4.4905 0.0535
C -2.4784 -3.2140 -0.7234
O -3.4599 -2.9689 -1.3797
O -1.4596 -2.3491 -0.6996
H -3.1947 -4.6881 0.6332
H -1.4217 -4.4624 0.7030
H -2.1788 -5.3106 -0.6552
C -0.0969 1.3057 -0.0308
P -0.9950 -0.1814 -0.6334
C -0.7385 -0.3006 -2.3981
C -1.6200 -0.9967 -3.2306
C -1.3935 -1.0285 -4.5951
C -0.2732 -0.4117 -5.1361
C 0.6298 0.2402 -4.3097
C 0.3995 0.2988 -2.9446
C -2.6655 0.0673 -0.0381
C -2.8521 0.1674 1.3407
C -4.1244 0.3227 1.8582
C -5.2166 0.3777 1.0018
C -5.0314 0.2834 -0.3676
C -3.7595 0.1231 -0.8933
P -0.2311 2.9252 -0.9956
C -2.0253 3.0938 -1.2785
C -2.4682 2.9223 -2.5897
C -3.8109 3.0766 -2.9061
C -4.7150 3.4180 -1.9138
C -4.2812 3.5940 -0.6040
C -2.9451 3.4345 -0.2876
C 0.0540 4.1144 0.3624
C -0.2491 5.4500 0.0793
C -0.0143 6.4412 1.0132
C 0.5430 6.1191 2.2457
C 0.8619 4.8006 2.5298
C 0.6219 3.8053 1.5918
H 0.9709 1.0823 0.0475
H -0.4681 1.4450 0.9903
H -2.4643 -1.5252 -2.8119
H -2.0881 -1.5516 -5.2377
H -0.1003 -0.4488 -6.2031
H 1.5062 0.7162 -4.7270
H 1.0971 0.8389 -2.3211
H -2.0065 0.1200 2.0192
H -4.2665 0.3984 2.9269
H -6.2127 0.4957 1.4058
H -5.8792 0.3329 -1.0362
H -3.6339 0.0591 -1.9611
H -1.7545 2.6880 -3.3720
H -4.1435 2.9547 -3.9282
H -5.7586 3.5616 -2.1598
H -4.9884 3.8677 0.1674
H -2.6099 3.5921 0.7307
H -0.6843 5.7174 -0.8770
H -0.2643 7.4670 0.7804
H 0.7276 6.8940 2.9762
H 1.2986 4.5414 3.4848
H 0.8834 2.7837 1.8469
*
```

Relative energy (zero: lowest compared OMol25 entry of this formula, charge and spin) in kcal per mole: 13.4
LUMO level (alpha / beta) in eV: -6.8 / -8.7
Expectation value of S²: 2.022
Highest occupied orbital energy (alpha / beta) in eV: -12.04 / -12.14

Atom charges from the Löwdin analysis, given in e for atoms 1 to 6: 0.87, 0.18, -0.19, 0.02, 0.00, -0.01



Below is a molecular structure, C39H34BiBr2ClN7O3S2, with properties calculated with ωB97M-V with the def2-TZVPD basis set.

Structure (ORCA input):
```
! wB97M-V def2-TZVPD RIJCOSX def2/J DEFGRID3
* xyz 1 1
Bi -0.4206 1.4165 0.8120
C -1.8637 4.6261 3.6545
C -3.1421 4.3060 4.0630
C -3.7346 3.1617 3.6383
C -3.0153 2.2827 2.8333
N -1.7815 2.6130 2.4281
C -1.1897 3.7144 2.8945
N -3.7003 1.0979 2.4763
C -3.5242 0.5169 1.3556
N -2.6729 0.9311 0.3575
C -2.9806 0.3239 -0.8204
N -2.5698 0.5039 -2.0393
C -1.5661 1.3276 -2.4095
C -1.5628 1.7547 -3.7662
C -0.4892 2.5371 -4.2476
C 0.6547 2.6537 -3.4406
C 0.6303 2.1387 -2.1872
N -0.4659 1.5564 -1.6294
C -4.1083 -0.5798 -0.5696
C -4.8277 -1.3159 -1.4763
C -5.9375 -1.9437 -0.9677
C -6.2425 -1.9490 0.3953
C -5.5102 -1.1891 1.2746
C -4.4251 -0.5169 0.7579
H -1.3374 5.5597 3.9436
H -3.7741 4.9436 4.6535
H -4.7498 2.8906 3.9242
H -0.1188 3.8523 2.6661
H -2.3939 1.5003 -4.4146
H -0.5750 2.9762 -5.2639
H 1.5268 3.2287 -3.7464
H 1.5523 2.1886 -1.5829
H -4.5692 -1.3112 -2.5600
H -6.6301 -2.5488 -1.5842
H -7.1043 -2.4611 0.7739
H -5.7389 -1.1881 2.3261
Br 0.4661 -3.5274 3.0570
C -0.6733 -2.5046 4.2575
Br -2.2393 -1.9164 3.3084
H -0.0863 -1.6521 4.5680
H -0.9612 -3.1184 5.0746
O -0.2454 -0.8631 -0.3912
S 0.6986 -1.9039 -0.9214
C -0.3076 -3.1026 -1.8345
C -1.6802 -3.1131 -1.5817
C -2.4127 -4.1236 -2.1350
C -1.8074 -5.1508 -2.8572
C -0.4201 -5.1134 -3.0538
C 0.3497 -4.0965 -2.5756
C 1.7112 -1.1120 -2.2256
C 1.4148 -1.2142 -3.5417
C 2.2403 -0.5511 -4.4712
C 3.3900 0.0930 -4.0312
C 3.6545 0.2020 -2.6673
C 2.8295 -0.4691 -1.7630
H -2.0622 -2.2915 -1.0059
H -3.4826 -4.0810 -2.1686
H -2.4216 -5.9302 -3.3033
H 0.0848 -5.9247 -3.6166
H 1.4167 -4.1336 -2.7799
H 0.6200 -1.8084 -3.9157
H 2.1273 -0.6153 -5.5167
H 4.0492 0.5537 -4.7628
H 4.5193 0.7477 -2.2922
H 3.1057 -0.5049 -0.7033
Cl 4.5938 4.3844 0.3926
C 2.7699 4.4160 0.5065
C 1.9694 3.0940 0.5588
O 2.4204 1.9821 0.4721
O 0.6925 3.3660 0.6929
H 2.4526 5.0174 -0.3755
H 2.4566 4.9772 1.3718
C 3.6032 -2.8801 1.2798
C 3.5073 -1.4290 1.7174
C 4.6522 -0.7204 1.9281
C 4.5422 0.4994 2.5944
N 3.3704 0.9242 3.0893
C 2.2713 0.2615 2.8140
S 0.7337 0.7071 3.4409
N 2.3106 -0.9553 2.1547
C 5.7802 1.3929 2.8557
H 4.3291 -2.9904 0.4676
H 2.6725 -3.2040 0.8557
H 3.9323 -3.4528 2.1105
H 5.6463 -1.0951 1.6422
H 1.5096 -1.5361 2.0800
H 6.6744 0.7678 2.7537
H 5.7527 1.8881 3.7987
H 5.8365 2.2123 2.1260
*
```

Relative energy (zero: lowest compared OMol25 entry of this formula, charge and spin) in kcal per mole: 0.0
LUMO level in eV: -2.8
Highest occupied orbital energy in eV: -10.47

Atom charges from the Löwdin analysis, given in e for atoms 1 to 6: 1.91, -0.04, -0.05, 0.00, -0.29, -0.05



Below is a molecular structure, C39H34ClErN3SSi2, with properties calculated with ωB97M-V with the def2-TZVPD basis set.

Structure (ORCA input):
```
! wB97M-V def2-TZVPD RIJCOSX def2/J DEFGRID3
* xyz 1 4
C -2.1310 -2.3975 3.5977
C -1.2728 -2.7181 2.4929
C -0.1480 -1.8422 2.5504
H -1.4379 -3.4929 1.7373
C -0.3032 -0.9751 3.6760
C -1.5233 -1.3273 4.3370
H -1.9162 -0.8763 5.2570
H -3.0593 -2.9098 3.8573
H 0.7292 -1.8588 1.9065
H 0.4023 -0.2048 4.0076
Er -2.1453 -0.3792 2.1539
Si 2.9780 0.4661 -2.8657
C 2.4329 0.8015 -4.5986
C 2.0717 2.0972 -5.0028
H 2.0928 2.9234 -4.2877
C 1.6620 2.3096 -6.3216
H 1.3720 3.3110 -6.6387
C 1.6229 1.2501 -7.2396
H 1.3230 1.4278 -8.2765
C 1.9718 -0.0367 -6.8174
H 1.9308 -0.8675 -7.5182
C 2.3660 -0.2697 -5.4961
H 2.6063 -1.2806 -5.1543
C 4.2733 1.6970 -2.3686
C 5.4771 1.7016 -3.0937
H 5.6117 1.0100 -3.9331
C 6.4927 2.5934 -2.7349
H 7.4232 2.5999 -3.2998
C 6.3237 3.4732 -1.6593
H 7.1268 4.1565 -1.3748
C 5.1148 3.4756 -0.9544
H 4.9728 4.1529 -0.1119
C 4.0807 2.6096 -1.3195
H 3.1231 2.6406 -0.7897
H 3.5929 -0.8784 -2.8061
Si 1.0683 0.5051 -1.5106
C 2.0070 -0.0362 0.0407
C 2.7737 -1.2199 0.0001
H 2.6632 -1.9176 -0.8308
C 3.7315 -1.4832 0.9822
H 4.3484 -2.3804 0.9060
C 3.8915 -0.6018 2.0526
H 4.6352 -0.8156 2.8253
C 3.0720 0.5282 2.1506
H 3.1629 1.1963 3.0128
C 2.1310 0.8029 1.1549
H 1.5063 1.6962 1.2232
C 0.1600 -0.9407 -2.2445
C 0.1222 -2.2099 -1.6453
H 0.4767 -2.3446 -0.6224
C -0.3440 -3.3099 -2.3707
H -0.3482 -4.2979 -1.9046
C -0.8075 -3.1319 -3.6822
H -1.1362 -3.9924 -4.2677
C -0.9124 -1.8394 -4.2203
H -1.3311 -1.6889 -5.2183
C -0.4883 -0.7399 -3.4727
H -0.6084 0.2751 -3.8599
H 0.1702 1.6783 -1.3927
Cl -1.7489 0.4507 -0.1022
N -5.5220 0.9296 4.4062
C -6.2521 -0.2029 4.0213
C -7.3734 -0.7741 4.5964
C -7.7095 -2.0711 4.1643
C -6.9084 -2.7733 3.2429
C -5.7565 -2.1893 2.6979
C -5.4573 -0.8800 3.0887
N -4.2864 -0.1412 2.8987
C -4.3530 0.9505 3.7245
C -3.2543 1.8806 3.9474
C -3.1852 2.9551 4.8145
S -1.5815 3.6261 4.8454
C -1.0699 2.4530 3.6676
N -2.0418 1.6089 3.2912
H -5.7831 1.6091 5.1170
H -7.9425 -0.2059 5.3354
H -8.6116 -2.5499 4.5571
H -7.1915 -3.7913 2.9585
H -5.0781 -2.7094 2.0188
H -4.0161 3.3000 5.4192
H -0.0584 2.4108 3.2732
*
```

LUMO level (alpha / beta) in eV: -3.9 / -3.9
Expectation value of S²: 3.753
Highest occupied orbital energy (alpha / beta) in eV: -9.76 / -9.76

Atom charges from the Löwdin analysis, given in e for atoms 1 to 6: -0.20, -0.17, -0.18, 0.12, -0.21, -0.21



Below is a molecular structure, C39H34MnN7O5S2, with properties calculated with ωB97M-V with the def2-TZVPD basis set.

Structure (ORCA input):
```
! wB97M-V def2-TZVPD RIJCOSX def2/J DEFGRID3
* xyz -1 6
Mn 1.2517 -0.4384 -1.0634
S 1.8099 2.0224 -1.0795
C 0.3066 2.7151 -0.5768
N 0.2021 3.9711 -0.3334
N -1.0621 4.4238 0.1120
C -2.1243 4.5692 -0.7971
C -2.1373 4.0065 -2.0698
C -3.2554 4.1513 -2.8813
C -4.3662 4.8608 -2.4517
C -4.3456 5.4386 -1.1864
C -3.2404 5.2948 -0.3683
N -0.9006 1.9367 -0.4141
N -0.7698 0.7151 -0.4722
C -2.0043 -0.0039 -0.3590
C -1.9691 -1.2346 0.2798
C -3.1335 -1.9784 0.3804
C -4.3079 -1.5088 -0.1921
C -4.3227 -0.2907 -0.8586
C -3.1736 0.4755 -0.9329
H -0.8953 5.2952 0.5889
H -1.2791 3.4595 -2.4367
H -3.2473 3.6932 -3.8631
H -5.2360 4.9589 -3.0881
H -5.2025 5.9974 -0.8293
H -3.2371 5.7263 0.6269
H -1.0303 -1.5996 0.6760
H -3.1156 -2.9385 0.8805
H -5.2086 -2.1077 -0.1453
H -5.2214 0.0493 -1.3541
H -3.1603 1.4197 -1.4632
O 3.2281 -1.0798 -1.0045
C 3.8092 -1.9820 -0.2986
C 5.0965 -1.7581 0.2583
C 5.7627 -2.7334 0.9694
C 5.1938 -3.9896 1.1878
C 3.9291 -4.2326 0.6823
C 3.2305 -3.2647 -0.0413
C 1.9069 -3.5775 -0.5833
N 0.8964 -2.7479 -0.7754
C -0.1288 -3.4929 -1.3230
C 0.2601 -4.7853 -1.4494
N 1.5552 -4.8306 -0.9716
H 5.5447 -0.7875 0.0877
H 6.7475 -2.5156 1.3680
H 5.7182 -4.7475 1.7546
H 3.4491 -5.1872 0.8773
H -1.0529 -3.0417 -1.6440
H -0.2400 -5.6466 -1.8539
H 2.1874 -5.6082 -1.0087
O -3.0397 -1.5198 -5.9432
S -2.9472 -0.7547 -4.7259
O -4.1887 -0.4367 -4.0644
N -1.8755 -1.4085 -3.6997
C -0.8212 -0.6276 -3.5262
O 0.1657 -0.9275 -2.8160
C -0.8797 0.6684 -4.2920
C 0.0494 1.6926 -4.3308
C -0.2322 2.7956 -5.1306
C -1.4050 2.8590 -5.8783
C -2.3332 1.8226 -5.8399
C -2.0418 0.7434 -5.0327
H 0.9505 1.6448 -3.7332
H 0.4692 3.6196 -5.1654
H -1.6000 3.7294 -6.4926
H -3.2480 1.8607 -6.4172
C 2.1092 0.2901 7.6901
C 1.9358 -0.1218 6.2541
C 2.5804 -1.2444 5.7488
C 2.4312 -1.6290 4.4247
C 3.1856 -2.8321 3.9180
C 1.6166 -0.8560 3.5802
C 1.5379 -1.2317 2.1603
O 1.2283 -0.4538 1.2854
C 0.9393 0.2750 4.0720
C 0.0138 1.1280 3.2447
C 1.1189 0.6147 5.4073
H 2.7707 -0.3937 8.2207
H 1.1488 0.3068 8.2084
H 2.5326 1.2938 7.7566
H 3.2215 -1.8299 6.3988
H 3.7824 -3.2633 4.7210
H 3.8592 -2.5766 3.0988
H 2.5135 -3.6094 3.5484
H 1.7913 -2.2671 1.8941
H -0.5049 0.5696 2.4725
H 0.5737 1.9131 2.7305
H -0.7193 1.6043 3.8962
H 0.5935 1.4809 5.7965
*
```

Relative energy (zero: lowest compared OMol25 entry of this formula, charge and spin) in kcal per mole: 3.0
LUMO level (alpha / beta) in eV: 1.9 / 1.9
Expectation value of S²: 8.754
Highest occupied orbital energy (alpha / beta) in eV: -4.72 / -4.86

Atom charges from the Löwdin analysis, given in e for atoms 1 to 6: 0.70, 0.58, -0.84, 0.01, -0.03, -0.27



Number 1: E_tot -87796.0866 eV. Number 2: E_tot -82650.1926 eV. Number 3: E_tot -237681.8046 eV. Number 4: E_tot -112197.4254 eV. Number 5: E_tot -114658.0165 eV.